ORCA calculation (the ωB97M-V functional and the def2-TZVPD basis) on a 2-piece molecular cluster, C4H7NO overall.

```
13
Properties=species:S:1:pos:R:3:forces:R:3
C -1.862 -0.408 -0.112 -0.2165 -0.2559 -0.0322
N -1.501 0.955 0.268 -0.0221 0.1546 0.1637
C -0.687 0.254 -0.713 0.0648 -0.0679 -0.1627
C 0.677 -0.202 -0.319 -0.0977 0.0319 -0.2139
C 1.292 0.510 0.840 -0.4444 -0.2224 0.2488
O 0.801 -0.683 1.043 -0.0309 0.1739 0.1305
H -1.658 -1.213 0.592 -0.0684 0.1420 -0.0952
H -2.784 -0.499 -0.676 0.0905 -0.0056 0.0653
H -1.044 0.969 1.179 -0.1234 0.0174 -0.1234
H -0.732 0.666 -1.719 -0.0389 -0.1137 0.1109
H 1.249 -0.798 -1.028 0.0206 0.2615 0.1355
H 3.223 -0.015 0.047 0.3889 0.0188 -0.0542
H 3.028 0.465 0.599 0.4774 -0.1345 -0.1731
```
Positions in Å, forces in eV/Å.

Output
HOMO-LUMO gap ... 9.89 eV
Energy relative to the best compared isomer or geometry (same formula, charge and spin) ... 619.3 kJ/mol
2S+1 ... 1
E ... -286.3958 hartree
Total charge ... 0

***

ORCA calculation (the ωB97M-V functional and the def2-TZVPD basis) on a 2-piece molecular cluster, C4H7NO overall at a distorted geometry.

```
13
Properties=species:S:1:pos:R:3:forces:R:3
C -0.032 -0.581 -2.849 1.6389 1.5083 -0.4411
C 0.740 0.619 0.731 1.2538 1.9406 0.3386
C -0.513 1.416 0.924 -1.3740 1.4243 1.4035
C -0.103 -1.565 0.042 -0.2650 0.9437 -0.9653
N 0.924 -0.553 0.371 -0.1608 -2.7318 -0.4835
O 0.852 0.138 -2.923 -1.6495 -1.3260 0.1515
H 1.730 1.104 0.932 -1.0031 0.2657 -0.0018
H -0.678 1.621 2.113 0.4838 -0.2061 -2.9257
H -1.363 0.793 0.615 0.0519 0.3568 0.1429
H -0.600 2.429 0.311 0.5679 -2.1047 1.4667
H -1.171 -1.076 -0.020 1.7101 -1.4959 0.2986
H 0.181 -1.921 -1.029 -0.6707 0.2252 2.0936
H 0.033 -2.424 0.783 -0.5834 1.1999 -1.0780
```
Positions in Å, forces in eV/Å.

Output
HOMO-LUMO gap ... 10.08 eV
Energy relative to the best compared isomer or geometry (same formula, charge and spin) ... 248.6 kJ/mol
2S+1 ... 1
E ... -286.5370 hartree
Total charge ... 0

***

> E of number 2 (C4H7NO)?

-286.5370 hartree

***

> The highest HOMO-LUMO gap belongs to which entry?

number 2